# C25H60F7NO25P6

A cluster of 7 separate species, C25H60F7NO25P6 in total in a non-equilibrium geometry (ωB97M-V/def2-TZVPD, OMol25).

The spin multiplicity is 1. As for the HOMO energy: -9.776 eV. For the lowest unoccupied orbital energy, the calculation gives 0.0109 hartree. As for the energy above the lowest of the compared OMol25 structures with the same formula, charge and spin: 0.0 kcal/mol. As for the gap between HOMO and LUMO: 10.07 eV.

Last column: Löwdin charge in e.
Geometry (Å):
O (-2.493, -3.411, -1.146)  0.09
C (-2.773, -2.272, -0.870)  -0.46
C (-1.874, -1.220, -0.231)  -0.03
C (-2.653, 0.102, -0.456)  -0.17
C (-1.857, 1.358, -0.803)  -0.38
F (-2.435, 2.425, -0.157)  0.12
F (-0.575, 1.257, -0.347)  0.13
C (-1.784, 1.811, -2.284)  -0.32
F (-3.020, 2.083, -2.762)  0.14
F (-1.068, 2.980, -2.308)  0.13
C (-1.031, 0.844, -3.265)  -0.49
F (-1.170, -0.449, -2.916)  0.18
F (-1.556, 1.007, -4.502)  0.15
F (0.272, 1.141, -3.309)  0.18
C (-3.863, -0.272, -1.308)  -0.13
N (-4.062, -1.720, -1.065)  0.09
H (-0.891, -1.203, -0.687)  0.12
H (-1.845, -1.517, 0.815)  0.10
H (-3.017, 0.342, 0.549)  0.16
H (-3.559, -0.187, -2.362)  0.11
H (-4.732, 0.375, -1.220)  0.13
H (-4.471, -2.107, -1.908)  0.13
C (-6.596, 8.707, -2.365)  -0.09
O (-5.628, 8.021, -3.172)  -0.22
P (-4.908, 6.775, -2.510)  0.33
O (-5.759, 5.852, -1.766)  -0.21
O (-3.749, 7.392, -1.609)  -0.21
C (-2.937, 8.445, -2.135)  -0.09
O (-4.178, 6.187, -3.784)  -0.21
C (-3.532, 4.915, -3.622)  -0.09
H (-6.760, 9.680, -2.820)  0.09
H (-7.529, 8.146, -2.350)  0.09
H (-6.236, 8.840, -1.344)  0.09
H (-3.402, 9.409, -1.926)  0.09
H (-2.790, 8.338, -3.210)  0.09
H (-1.973, 8.396, -1.634)  0.09
H (-4.249, 4.170, -3.289)  0.08
H (-2.718, 4.995, -2.902)  0.08
H (-3.134, 4.628, -4.592)  0.09
C (1.111, -4.705, 1.175)  -0.07
O (0.617, -4.816, 2.520)  -0.21
P (0.199, -3.473, 3.239)  0.34
O (-0.554, -2.518, 2.430)  -0.21
O (1.557, -2.844, 3.781)  -0.24
C (2.518, -3.688, 4.430)  -0.07
O (-0.532, -4.050, 4.513)  -0.22
C (-1.227, -3.113, 5.358)  -0.06
H (1.630, -5.632, 0.947)  0.09
H (0.280, -4.568, 0.486)  0.09
H (1.808, -3.869, 1.081)  0.09
H (3.195, -4.111, 3.688)  0.09
H (2.032, -4.492, 4.982)  0.09
H (3.083, -3.066, 5.120)  0.09
H (-1.982, -2.578, 4.784)  0.09
H (-0.523, -2.407, 5.799)  0.09
H (-1.711, -3.688, 6.143)  0.08
C (-2.201, -7.123, 5.644)  -0.08
O (-3.502, -7.592, 6.029)  -0.21
P (-4.226, -6.745, 7.152)  0.33
O (-4.141, -5.293, 7.025)  -0.22
O (-3.617, -7.265, 8.528)  -0.22
C (-3.457, -8.672, 8.737)  -0.09
O (-5.675, -7.376, 7.072)  -0.21
C (-6.703, -6.739, 7.842)  -0.08
H (-1.696, -7.931, 5.122)  0.09
H (-2.302, -6.266, 4.981)  0.08
H (-1.614, -6.838, 6.519)  0.09
H (-2.486, -8.992, 8.361)  0.09
H (-4.244, -9.241, 8.242)  0.09
H (-3.505, -8.851, 9.808)  0.09
H (-6.802, -5.695, 7.550)  0.09
H (-6.480, -6.806, 8.908)  0.09
H (-7.630, -7.265, 7.633)  0.09
C (-0.772, 4.972, -11.154)  -0.09
O (-0.207, 4.169, -10.107)  -0.22
P (-1.230, 3.419, -9.159)  0.33
O (-2.360, 2.764, -9.807)  -0.21
O (-1.692, 4.512, -8.095)  -0.22
C (-0.714, 5.370, -7.497)  -0.09
O (-0.224, 2.480, -8.377)  -0.21
C (-0.810, 1.500, -7.509)  -0.09
H (0.011, 5.642, -11.501)  0.09
H (-1.102, 4.335, -11.972)  0.09
H (-1.615, 5.560, -10.788)  0.09
H (-0.573, 6.255, -8.117)  0.09
H (0.240, 4.859, -7.368)  0.09
H (-1.095, 5.671, -6.524)  0.08
H (-1.478, 0.847, -8.069)  0.09
H (-1.360, 1.990, -6.707)  0.07
H (0.000, 0.914, -7.085)  0.09
C (4.573, 4.107, 4.238)  -0.09
O (3.574, 3.337, 3.556)  -0.21
P (3.570, 1.776, 3.826)  0.33
O (3.749, 1.356, 5.212)  -0.22
O (4.707, 1.188, 2.872)  -0.22
C (4.787, 1.636, 1.517)  -0.09
O (2.211, 1.384, 3.131)  -0.21
C (1.770, 0.023, 3.311)  -0.08
H (4.645, 5.064, 3.727)  0.09
H (4.277, 4.263, 5.273)  0.09
H (5.544, 3.609, 4.208)  0.09
H (5.425, 2.518, 1.457)  0.09
H (3.805, 1.871, 1.106)  0.09
H (5.231, 0.832, 0.933)  0.07
H (1.656, -0.197, 4.370)  0.09
H (2.482, -0.667, 2.865)  0.08
H (0.810, -0.083, 2.815)  0.08
C (7.212, -1.609, 1.680)  -0.08
O (7.028, -1.978, 0.304)  -0.22
P (8.308, -2.496, -0.470)  0.33
O (9.159, -3.445, 0.240)  -0.21
O (9.094, -1.181, -0.903)  -0.21
C (8.367, -0.076, -1.449)  -0.09
O (7.617, -3.023, -1.793)  -0.22
C (8.447, -3.746, -2.712)  -0.08
H (6.358, -1.001, 1.971)  0.07
H (7.253, -2.501, 2.302)  0.09
H (8.126, -1.030, 1.814)  0.09
H (8.029, 0.576, -0.644)  0.08
H (7.508, -0.411, -2.031)  0.09
H (9.045, 0.475, -2.096)  0.09
H (8.887, -4.614, -2.222)  0.09
H (9.236, -3.103, -3.103)  0.09
H (7.809, -4.073, -3.528)  0.09